Molecular formula: C8H24ClINOP2Pr
Method: DFT, ωB97M-V/def2-TZVPD

**⟨S²⟩**: 2.006
**Spin multiplicity**: 3
**Lowest unoccupied orbital energy (spin up / spin down)**: -10.77 / -10.70 eV
**Highest occupied orbital energy (spin up / spin down)**: -14.6293 / -14.6844 eV
**Charge**: +2
**Relative energy (zero: lowest compared OMol25 entry of this formula, charge and spin)**: 139.8 kJ/mol
**E**: -2406.2635 Ha

Atoms and positions in Å:
C: 0.023598 1.039434 -2.346991
C: 0.067548 1.743230 -1.063397
H: 0.021222 1.815876 -3.145094
H: -0.872659 0.398582 -2.465715
H: 0.892484 0.369564 -2.498524
O: 0.069325 2.852733 -0.650284
I: 0.088359 -1.260968 3.487662
Pr: -0.020626 -1.373919 0.271340
P: 2.657492 -0.254632 0.108526
C: 3.606434 0.726033 1.332485
C: 3.425262 -1.917128 0.399280
H: 4.493617 -1.875228 0.157635
H: 4.618332 0.131937 -1.225769
H: 2.926178 -2.672394 -0.227610
H: 3.231417 -0.374812 -2.256643
H: 3.337356 0.418698 2.351039
H: 3.294075 -2.199727 1.455054
C: 3.542857 0.249193 -1.405257
H: 4.680965 0.548193 1.166988
H: 3.314777 1.298871 -1.641237
H: 3.391268 1.796782 1.215308
P: -2.676693 -0.224617 0.121416
C: -3.615185 0.771542 1.339896
C: -3.546568 0.286590 -1.400172
H: -2.966372 -2.639985 -0.215977
H: -4.526908 -1.828100 0.167360
H: -3.333020 -2.163354 1.466425
C: -3.459531 -1.879668 0.410049
H: -3.236759 -0.342300 -2.248659
H: -4.624812 0.182257 -1.227729
H: -4.691806 0.607335 1.174026
H: -3.386311 1.839384 1.219593
H: -3.303810 1.333254 -1.635460
H: -3.351687 0.464149 2.360194
Cl: -0.026712 -3.067032 -1.673345
N: -0.014606 1.084823 1.613643
H: -0.847851 1.099883 2.196737
H: 0.796278 1.055947 2.234614
H: 0.023053 1.959588 1.078583

Forces on atoms 1 to 6 (eV/Å):
0.04 -1.60 -0.68
-0.05 7.15 -0.16
0.00 -0.10 0.64
0.21 0.40 0.30
-0.20 0.39 0.27
0.07 -6.22 -1.22